DFT (ωB97M-V with the def2-TZVPD basis set) results for a 13-piece molecular cluster, C51H126N2O35S11 overall at a distorted geometry.

Results
Multiplicity: 1
Kohn-Sham gap: 9.0 eV
HOMO level: -8.628 eV
Largest force on an atom: 0.065 hartree/bohr
DFT total energy: -248752.1893 eV

```
225
C51H126N2O35S11 | the OMol25 dataset | ωB97M-V with the def2-TZVPD basis set
O -3.79 0.76 5.25
S -2.45 1.15 5.65
O -1.90 0.75 6.95
O -1.31 0.56 4.63
C -1.66 -0.02 3.36
C -2.08 -1.48 3.60
C -2.11 2.94 5.36
H -0.79 0.11 2.74
H -2.52 0.52 2.96
H -3.07 -1.50 4.10
H -1.40 -1.91 4.34
H -2.10 -1.91 2.58
H -1.17 3.04 5.86
H -2.92 3.39 5.94
H -2.09 3.14 4.29
O 3.71 2.24 5.33
S 4.20 0.91 5.11
O 5.19 0.77 4.10
O 4.71 0.54 6.58
C 5.55 -0.61 6.77
C 5.05 -1.64 7.71
C 3.00 -0.26 4.79
H 6.52 -0.30 7.18
H 5.77 -1.15 5.81
H 5.17 -1.39 8.75
H 5.83 -2.34 7.48
H 4.15 -2.16 7.52
H 2.76 -0.28 3.73
H 2.17 -0.11 5.47
H 3.39 -1.25 5.04
O -1.07 3.06 2.00
S -2.31 3.63 1.58
O -3.49 3.21 2.24
O -2.16 5.17 1.74
C -0.92 5.98 1.41
C -1.25 7.44 1.38
C -2.50 3.38 -0.17
H -0.65 5.67 0.38
H -0.16 5.66 2.14
H -1.25 7.76 2.42
H -2.15 7.74 0.90
H -0.43 7.97 0.95
H -2.38 2.28 -0.30
H -1.69 3.92 -0.64
H -3.43 3.76 -0.54
O 4.30 -3.18 3.57
S 5.62 -3.09 3.03
O 6.71 -2.75 3.97
O 5.98 -4.44 2.39
C 5.14 -4.83 1.22
C 5.92 -5.03 -0.05
C 5.67 -1.86 1.78
H 4.28 -4.20 1.11
H 4.82 -5.82 1.45
H 6.37 -4.14 -0.45
H 5.41 -5.64 -0.81
H 6.78 -5.67 0.20
H 4.88 -1.85 1.01
H 6.68 -1.90 1.40
H 5.45 -1.03 2.46
O -0.38 5.89 4.80
S 1.01 5.57 5.06
O 2.04 6.57 4.99
O 1.05 4.90 6.46
C 2.37 4.62 7.07
C 2.43 4.97 8.53
C 1.57 4.32 4.02
H 3.14 5.21 6.56
H 2.53 3.54 6.90
H 2.23 6.06 8.57
H 3.45 4.82 8.80
H 1.68 4.49 9.19
H 1.81 4.89 3.12
H 0.78 3.54 3.92
H 2.53 3.94 4.37
O -3.22 -5.77 -0.49
S -4.04 -4.58 -0.47
O -5.39 -4.71 -0.89
O -3.92 -4.03 0.94
C -5.05 -3.34 1.52
C -5.27 -3.82 2.96
C -3.33 -3.33 -1.38
H -5.91 -3.56 0.98
H -4.84 -2.26 1.53
H -4.37 -3.75 3.56
H -5.52 -4.89 2.95
H -6.05 -3.23 3.42
H -2.32 -3.09 -0.94
H -4.01 -2.51 -1.25
H -3.21 -3.70 -2.40
O 0.99 4.04 -3.44
S 1.76 3.85 -2.22
O 1.31 4.33 -0.90
O 2.02 2.27 -1.98
C 2.52 1.44 -3.12
C 1.36 1.00 -4.01
C 3.42 4.41 -2.56
H 3.10 0.63 -2.74
H 3.32 1.96 -3.64
H 0.87 1.92 -4.38
H 0.64 0.42 -3.42
H 1.74 0.48 -4.86
H 3.31 5.47 -2.69
H 3.59 3.98 -3.55
H 4.09 4.08 -1.70
O 1.93 -3.44 0.40
S 0.72 -4.00 0.89
O -0.50 -3.68 0.29
O 0.95 -5.51 0.79
C 0.05 -6.56 0.54
C -0.16 -7.50 1.72
C 0.59 -3.50 2.59
H 0.32 -7.10 -0.35
H -0.95 -6.19 0.28
H 0.73 -8.04 2.14
H -0.86 -8.30 1.44
H -0.63 -6.98 2.56
H -0.41 -3.81 2.80
H 0.78 -2.44 2.47
H 1.24 -4.11 3.18
O -5.10 1.55 -1.63
S -5.58 0.36 -0.99
O -4.55 -0.45 -0.42
O -6.74 0.72 0.02
C -6.37 1.84 1.04
C -6.14 1.34 2.40
C -6.41 -0.58 -2.16
H -7.25 2.45 0.93
H -5.48 2.40 0.58
H -6.96 0.74 2.70
H -6.13 2.11 3.12
H -5.19 0.79 2.60
H -6.58 -1.61 -1.79
H -5.81 -0.60 -3.05
H -7.41 -0.12 -2.38
O 1.58 -0.38 2.08
S 2.06 0.28 0.87
O 3.40 0.15 0.33
O 1.03 -0.11 -0.27
C -0.37 -0.13 0.01
C -1.08 -0.06 -1.40
C 1.93 2.03 1.19
H -0.59 0.69 0.73
H -0.62 -1.11 0.54
H -0.95 0.83 -1.93
H -2.16 -0.18 -1.30
H -0.74 -0.90 -2.02
H 2.55 2.20 2.13
H 0.86 2.33 1.44
H 2.27 2.55 0.33
O 4.13 4.26 0.84
S 5.55 4.08 0.79
O 6.21 4.10 -0.48
O 6.31 5.14 1.67
C 5.89 5.41 3.05
C 6.16 6.84 3.38
C 5.96 2.64 1.68
H 6.50 4.79 3.75
H 4.81 5.12 3.26
H 5.46 7.50 2.90
H 7.17 7.01 3.00
H 6.14 6.98 4.44
H 6.99 2.60 1.92
H 5.66 1.77 1.11
H 5.44 2.71 2.63
C 0.95 -2.32 -5.00
C 1.53 -3.59 -4.29
C 0.63 -3.82 -3.10
C -0.54 -4.67 -3.40
C -0.14 -5.95 -4.15
C 0.62 -5.70 -5.44
N 1.81 -4.87 -5.08
O 2.58 -4.51 -6.22
C 1.05 -7.06 -6.06
C -0.23 -5.00 -6.49
C 2.85 -3.22 -3.71
H -0.12 -2.58 -5.23
H 1.53 -2.03 -5.87
H 0.92 -1.60 -4.17
H 1.25 -4.17 -2.30
H 0.39 -2.82 -2.75
H -1.18 -4.03 -4.08
H -1.15 -5.05 -2.55
H -1.02 -6.58 -4.34
H 0.57 -6.53 -3.53
H 0.19 -7.72 -6.27
H 1.66 -6.81 -6.95
H 1.66 -7.73 -5.42
H -0.51 -5.69 -7.29
H -1.10 -4.47 -6.05
H 0.29 -4.29 -7.04
H 3.25 -3.98 -2.99
H 2.74 -2.24 -3.17
H 3.61 -2.99 -4.52
H 3.35 -5.12 -6.08
C -2.67 -0.20 -4.53
C -3.27 0.83 -5.52
C -4.04 -0.06 -6.51
C -4.95 0.70 -7.46
C -5.81 1.53 -6.51
C -5.20 2.47 -5.44
N -4.20 1.62 -4.77
O -3.42 2.47 -3.83
C -4.54 3.74 -6.15
C -6.27 2.88 -4.43
C -2.09 1.63 -6.13
H -3.45 -0.96 -4.31
H -2.26 0.20 -3.60
H -1.88 -0.80 -4.96
H -3.28 -0.72 -6.95
H -4.72 -0.67 -5.94
H -5.58 -0.02 -8.07
H -4.43 1.28 -8.16
H -6.41 0.77 -6.01
H -6.57 2.16 -7.04
H -4.01 3.42 -7.06
H -5.29 4.41 -6.51
H -3.87 4.30 -5.50
H -5.81 3.45 -3.58
H -7.07 3.49 -4.84
H -6.79 2.01 -4.07
H -2.41 2.00 -7.10
H -1.16 0.95 -6.23
H -1.89 2.49 -5.57
H -3.65 2.09 -2.94
```